19
Properties=species:S:1:pos:R:3:forces:R:3 method="wB97M-V/def2-TZVPD" orbital_gap_ev="7.2 / 8.2" s_squared=2.02 multiplicity=3
C -0.7575 -1.3523 1.8821 -0.468 -0.135 0.240
C 0.6799 -0.5373 -0.1609 0.296 0.175 0.207
C 0.3398 1.7736 -2.7034 0.700 -0.025 -0.483
C -0.5922 2.3582 -1.7826 1.318 -1.021 1.899
C 0.8851 0.6569 -2.1552 1.152 -1.280 -2.875
C -0.5788 1.5754 -0.6510 -0.048 0.721 -0.943
C -1.4427 1.6971 0.5590 0.646 0.968 -0.939
N -0.2762 -2.4293 1.8498 -0.962 3.752 0.796
N 0.2586 -3.5292 1.8102 -0.005 -4.639 -1.152
N 0.3588 0.4788 -0.9045 -1.711 0.603 1.448
N 1.4629 -3.6780 2.3297 1.213 2.071 1.501
H 0.5618 2.2896 -3.6245 0.214 -0.541 -0.246
H -0.9111 3.3852 -1.8360 -0.694 -0.153 -0.099
H 1.4930 -0.2618 -2.5141 -0.880 2.278 0.348
H -1.8963 0.7489 0.6592 -1.247 -0.865 0.226
H -0.8547 1.7638 1.4752 -0.133 0.641 0.025
H -2.1554 2.5467 0.3094 0.812 -1.162 0.941
H 1.8052 -2.8097 2.9154 -0.499 -2.728 -1.111
H 1.6199 -4.6768 2.5419 0.298 1.340 0.217